Molecular formula: C41H72BrGeN4O4P3PbS
Method: DFT, ωB97M-V/def2-TZVPD

XYZ file:
```
128
C41H72BrGeN4O4P3PbS, DFT ωB97M-V/def2-TZVPD
Pb -1.899 0.275 -0.121
Br -5.730 -0.368 1.557
Ge 1.022 -0.311 0.370
S -4.430 3.846 -0.099
P -1.061 -1.094 -2.338
P -1.969 -1.687 1.936
P 0.763 2.970 -0.135
O -1.765 2.337 -1.956
O -3.238 2.961 0.101
O 0.421 1.597 2.638
O -4.228 -0.048 -1.147
N 1.570 -0.775 -1.500
N 2.495 1.098 0.879
N 3.074 -1.326 0.576
N 0.755 -2.259 1.415
C -3.279 -2.949 2.407
C 3.745 -0.908 -0.616
C 2.940 -2.735 0.668
C -0.831 5.266 0.314
C 4.906 -0.649 3.748
C 5.116 -0.767 -0.697
C 5.703 -0.454 -1.914
C -3.825 -3.589 1.134
C 3.529 -0.378 -2.945
C 1.873 3.234 -2.661
C 4.743 0.728 3.788
C -1.057 -2.933 -1.978
C -0.474 -2.781 1.927
C 2.916 -0.687 -1.727
C 3.824 -4.959 0.597
C 0.709 -0.650 -2.640
C 4.905 -0.282 -3.033
C 2.552 5.069 -1.087
C 2.396 2.500 0.623
C 1.432 4.112 -1.490
C 1.654 -4.550 1.561
C -2.850 -4.043 3.383
C -1.684 -0.591 3.429
C -1.841 0.619 -4.423
C -5.841 2.712 -0.307
C 1.728 -3.182 1.233
C 2.693 -5.406 1.267
C -2.442 -3.507 -2.272
C -4.343 4.311 -1.879
C -0.056 4.187 1.070
C 0.052 -3.751 -2.630
C 3.975 1.380 2.846
C 4.339 -1.388 2.719
C -1.155 -1.648 -5.183
C -1.471 -1.246 4.790
C 3.612 -0.737 1.747
C 3.945 -3.610 0.306
C -1.810 -0.861 -4.047
C 3.355 0.650 1.820
C -2.796 0.452 3.515
C 0.790 4.835 2.165
H -4.247 3.405 -2.466
H -2.287 1.216 -3.636
H 3.468 4.534 -0.843
H 4.619 -5.643 0.344
H 5.726 -0.907 0.186
H 2.270 5.682 -0.236
H -3.739 -4.580 3.712
H -1.657 -1.386 -6.114
H 5.212 1.299 4.576
H 1.055 2.600 -3.000
H -0.106 -1.390 -5.295
H -0.333 -3.124 2.962
H -4.650 -4.254 1.377
H 6.774 -0.350 -1.987
H 0.798 -4.947 2.082
H -2.354 -3.647 4.262
H 2.784 5.735 -1.918
H -3.760 -0.019 3.683
H 0.581 4.714 -1.829
H -2.522 -4.520 -1.883
H 1.063 -1.309 -3.445
H -2.848 -1.197 -3.942
H -4.398 -0.829 -1.679
H 1.237 4.107 2.838
H -0.051 -4.789 -2.319
H -3.215 -2.905 -1.799
H 0.005 -3.723 -3.714
H -1.241 -2.723 -5.055
H 2.941 -0.199 -3.831
H -2.616 1.125 4.351
H -0.899 2.750 -1.869
H -3.056 -4.174 0.635
H 2.707 2.595 -2.376
H 1.313 1.541 2.988
H -2.340 2.718 -1.254
H -4.198 -2.830 0.451
H -2.424 0.748 -5.332
H -0.895 -2.968 -0.893
H -2.193 -4.768 2.909
H -2.867 1.039 2.599
H -2.391 -1.677 5.176
H -1.485 5.779 1.018
H 5.358 -0.054 -3.986
H 4.480 -2.456 2.672
H -1.149 -0.485 5.501
H 0.146 5.484 2.758
H 3.163 2.740 -0.123
H -6.695 3.279 -0.656
H -0.686 -1.998 4.764
H 3.859 2.451 2.915
H -6.071 2.258 0.651
H -2.637 -3.545 -3.340
H 2.191 3.847 -3.502
H -5.236 4.856 -2.161
H -3.477 4.949 -2.025
H -0.099 2.105 3.264
H -1.447 4.825 -0.467
H -5.559 1.948 -1.021
H 1.031 -3.404 -2.312
H 2.622 -6.442 1.564
H -0.795 -3.655 1.335
H -0.840 0.996 -4.618
H 2.582 3.118 1.504
H -0.805 3.548 1.556
H -0.746 -0.105 3.140
H 0.691 0.383 -3.021
H -4.792 -0.128 -0.325
H -4.077 -2.355 2.861
H 1.587 5.449 1.754
H 4.839 -3.237 -0.171
H -0.180 6.010 -0.139
H 5.505 -1.145 4.493
```

Properties
multiplicity: 2
net charge: +1
orbital gap (alpha / beta): 7.5817 / 3.9437 eV
expectation value of S²: 0.7720
ΔE to the lowest compared entry with this formula, charge and spin: 110.4 kJ/mol

---

Molecular formula: C41H72NO48S11
Method: DFT, ωB97M-V/def2-TZVPD

XYZ file:
```
173
C41H72NO48S11, DFT ωB97M-V/def2-TZVPD
S -2.705 4.800 -0.006
S 9.795 6.473 -6.691
S -1.881 3.464 6.188
S 1.670 1.098 6.220
S -5.577 4.972 7.840
S -8.205 1.004 4.485
S 7.139 0.892 -4.489
S -3.617 8.101 -3.622
S -2.032 -8.249 -5.603
S -4.251 1.396 -0.867
S 2.279 1.581 0.398
O 1.239 -2.417 -3.060
O 8.774 5.736 -5.667
O 9.050 6.946 -7.819
O -3.260 -7.537 -5.414
O -5.500 2.083 -0.712
O -0.413 4.135 6.373
O -4.178 0.807 -2.379
O -0.326 -4.965 1.555
O -3.080 2.506 -1.013
O -3.862 8.352 -2.229
O 10.629 5.155 -7.144
O -7.031 2.115 4.338
O 5.756 1.699 -4.746
O 10.665 7.315 -5.925
O -1.999 -8.809 -7.125
O -5.586 5.688 9.298
O -4.351 4.243 7.701
O 0.898 2.384 0.137
O -2.763 4.756 6.615
O -3.605 4.531 -1.082
O 2.378 0.521 -0.568
O 1.886 0.934 1.831
O -2.094 3.210 4.793
O 7.240 -0.165 -5.450
O -6.784 3.920 8.114
O -6.027 5.925 6.868
O 3.324 2.540 0.607
O -0.104 -0.580 -3.623
O -3.930 9.464 -4.445
O -8.131 0.414 2.974
O 0.937 1.559 5.078
O -2.011 8.075 -3.857
O 8.183 1.853 -4.276
O -9.454 1.690 4.639
O -1.596 -9.297 -4.725
O 0.636 0.367 7.234
O -3.806 0.377 0.038
O -3.400 5.932 0.926
O -7.761 -0.014 5.390
O -4.200 7.001 -4.328
O 2.527 1.949 6.991
O 2.514 -0.222 5.792
O -0.761 -6.998 2.553
O 6.744 0.244 -3.054
O -2.040 2.458 7.196
O -2.138 3.789 0.839
O -1.500 5.717 -0.590
O -0.834 -7.162 -5.751
N 4.709 -6.914 -0.440
C -0.072 2.001 1.117
C 0.160 -6.014 2.098
C -2.559 7.084 0.990
C -3.427 1.709 -3.192
C 2.222 -1.278 6.707
C -0.040 -1.793 -3.254
C -1.148 -8.675 0.651
C -7.131 3.940 9.498
C -2.706 10.162 -4.675
C 1.741 -6.072 2.256
C 10.348 4.091 -6.235
C -6.349 1.929 3.096
C -1.788 7.091 -0.320
C -0.180 -7.340 -7.009
C 4.036 -3.256 -2.221
C 0.777 -1.049 7.125
C -1.652 9.074 -4.814
C 3.057 -2.392 -1.271
C 4.808 -5.494 -0.777
C -0.520 -9.949 -0.098
C -1.439 -2.589 -3.065
C 3.915 -4.804 -1.841
C 5.593 0.918 -2.541
C -0.424 -8.326 2.062
C -2.398 2.321 -2.255
C 3.758 -7.773 -1.115
C -6.794 5.344 9.978
C -7.379 1.315 2.160
C 1.957 -1.553 -2.116
C 2.791 -7.206 -2.207
C 1.730 -8.115 -2.995
C 4.788 1.315 -3.768
C -1.914 5.705 7.257
C -1.241 -7.911 -7.937
C 0.673 -9.610 -1.116
C 2.854 -5.680 -2.571
C 0.419 -8.327 -2.051
C -0.555 5.537 6.592
C 8.911 4.319 -5.792
C 0.731 1.609 2.345
C 2.457 -4.820 2.424
H -0.759 2.826 1.317
H 5.935 1.800 -1.991
H -2.018 3.274 -2.626
H 0.542 -1.529 8.076
H 2.702 -4.222 1.473
H -1.886 6.967 1.844
H -4.114 2.470 -3.576
H 3.730 -8.876 -0.835
H 2.152 -5.219 -3.348
H -1.685 -3.243 -3.978
H 2.498 -3.111 -0.574
H 1.399 -7.533 -3.933
H -7.566 6.060 9.679
H -0.865 -9.069 2.836
H 2.900 -1.183 7.560
H 0.803 -10.513 -1.836
H 11.039 4.176 -5.391
H -0.069 -10.643 0.718
H -6.654 5.393 11.058
H 5.320 -7.297 0.296
H 2.689 -4.481 3.491
H 0.259 5.910 7.215
H -1.373 -10.575 -0.570
H 0.643 -8.047 -6.868
H 0.412 -7.405 -1.345
H -6.919 0.788 1.324
H 4.104 2.140 -3.564
H 2.369 -2.249 6.234
H 1.685 -9.480 -0.595
H -2.780 10.786 -5.566
H 10.485 3.124 -6.719
H -0.868 7.673 -0.259
H -6.524 3.190 10.013
H -0.809 -8.434 -8.790
H 5.148 -2.957 -2.116
H -8.188 3.703 9.629
H 1.071 2.491 2.892
H -2.242 -1.761 -2.975
H 2.243 -9.092 -3.292
H 3.698 -1.619 -0.698
H -8.065 2.076 1.775
H -2.310 6.715 7.144
H 8.204 3.974 -6.553
H -0.527 6.039 5.620
H 0.699 -8.541 2.001
H -1.436 -3.213 -2.101
H -5.512 1.246 3.265
H 1.188 -1.140 -1.372
H -1.236 -7.730 0.015
H 0.173 0.959 3.017
H -2.235 -8.967 0.933
H 0.217 -6.390 -7.370
H -2.967 1.181 -4.028
H -2.508 10.794 -3.804
H -1.682 8.619 -5.808
H 2.446 -0.669 -2.677
H -0.559 -8.367 -2.660
H 5.589 -4.875 -0.207
H -1.561 1.637 -2.086
H 2.228 -7.122 2.262
H -1.916 -7.127 -8.294
H 5.033 0.267 -1.868
H -0.634 1.148 0.724
H -5.969 2.881 2.724
H -2.406 7.473 -1.138
H 0.083 -1.402 6.358
H -3.157 7.987 1.121
H 8.689 3.830 -4.846
H 4.223 0.465 -4.163
H -0.646 9.446 -4.617
H -1.867 5.450 8.321
H 3.722 -3.158 -3.333
```

Properties
multiplicity: 1
net charge: +1
orbital gap: 6.2144 eV
ΔE to the lowest compared entry with this formula, charge and spin: 981.9 kJ/mol

---

Molecular formula: C41H76Br3NO19P3S
Method: DFT, ωB97M-V/def2-TZVPD

XYZ file:
```
144
C41H76Br3NO19P3S, DFT ωB97M-V/def2-TZVPD
Br -1.157 0.789 -1.565
Br -1.848 2.193 1.438
Br -5.812 1.338 -1.890
S -5.224 -1.738 -0.287
P -3.476 1.012 -1.785
P -3.285 2.735 -0.281
P -3.902 -0.318 -0.013
O -4.243 -4.873 -7.643
O 5.563 0.800 3.044
O -5.387 -4.947 -5.719
O 4.213 2.070 -3.097
O -3.140 -5.060 -5.686
O 0.738 1.710 7.807
O -9.230 3.938 4.633
O 8.879 1.979 3.443
O 7.663 2.930 1.824
O 1.606 3.228 6.381
O -9.266 3.194 2.523
O 3.603 0.731 4.162
O -4.828 3.051 0.422
O 0.641 3.887 8.308
O 6.433 1.980 -2.722
O -10.924 4.528 3.268
O 5.191 3.540 -1.703
O 9.912 2.990 1.712
O 3.778 1.957 2.298
N -3.336 2.053 -3.191
C -1.658 4.001 -2.955
C 0.966 -2.596 -2.349
C 0.154 -3.554 -1.419
C 6.012 -1.700 -2.032
C 5.185 2.494 -2.566
C 1.047 2.966 7.399
C -6.319 -4.569 -6.739
C 2.417 1.547 4.085
C -0.119 3.837 10.631
C -3.778 -4.177 -2.656
C -9.904 3.944 3.453
C -3.591 -0.500 -2.981
C -7.967 2.876 3.050
C -3.154 -4.496 -1.270
C 2.686 -2.232 -4.133
C 8.568 2.181 -1.554
C 5.727 -1.514 -0.486
C 2.384 1.895 2.624
C 4.776 -1.210 -2.910
C 0.328 1.803 9.172
C 6.760 2.152 2.624
C 7.349 2.899 -2.110
C 1.186 0.797 4.567
C -2.646 -1.723 -2.741
C -3.269 -2.964 -3.496
C 7.521 2.008 3.912
C 7.175 0.758 4.707
C -4.156 -4.968 -6.289
C 6.472 3.544 -1.071
C -3.139 3.487 -3.163
C -1.785 -5.255 -1.268
C -7.466 1.534 2.545
C -5.619 -5.048 -7.982
C 4.095 -2.494 -3.491
C -7.685 -5.194 -6.506
C -0.666 -4.673 -2.183
C 1.641 -3.284 -3.580
C 4.421 1.130 3.159
C -8.225 2.925 4.531
C -0.204 3.208 9.249
C 8.915 2.665 2.275
H 2.217 -4.184 -3.275
H -1.389 -5.186 -0.222
H 4.639 -1.605 -0.282
H 7.086 1.001 5.768
H -1.719 5.118 -2.954
H -8.091 -5.637 -7.418
H -2.336 -1.923 -1.702
H 7.406 2.899 4.537
H -6.656 1.684 1.828
H -7.063 0.920 3.352
H 1.387 -0.266 4.705
H 0.074 -5.500 -2.337
H -8.397 -4.433 -6.183
H 3.947 -3.187 -2.634
H 2.587 2.430 4.694
H -0.433 1.057 9.399
H 4.819 -2.946 -4.207
H -1.012 3.722 -3.813
H -3.887 4.127 -2.622
H 6.969 -1.231 -2.336
H -8.630 1.991 4.932
H 6.784 4.561 -0.837
H 0.926 -4.121 -0.836
H -3.358 -0.131 -4.009
H 1.802 -2.190 -1.724
H -1.703 -1.512 -3.300
H -1.229 3.261 8.872
H -1.041 4.376 10.856
H -0.468 -3.029 -0.664
H 6.218 0.332 4.401
H -4.359 0.445 1.118
H -3.657 -5.094 -3.284
H -0.981 -4.371 -3.200
H -7.282 3.673 2.745
H 8.432 1.099 -1.554
H 1.911 1.131 2.000
H -7.338 3.203 5.099
H 0.004 3.085 11.413
H 0.699 4.555 10.696
H -3.096 -3.630 -0.569
H -5.793 -6.107 -8.197
H 6.238 -2.345 0.049
H 7.949 -0.003 4.614
H -3.315 3.818 -4.229
H 7.653 3.624 -2.872
H 2.374 -1.200 -3.843
H 8.808 2.509 -0.542
H 0.342 0.913 3.883
H -4.155 1.885 -3.766
H 6.577 1.200 2.117
H -4.882 -4.075 -2.525
H 9.444 2.397 -2.168
H 4.115 -0.658 -2.206
H -1.931 -6.345 -1.449
H -5.128 3.798 -0.107
H 6.401 2.973 -0.145
H 5.812 2.672 2.756
H 5.170 -0.521 -3.681
H -4.137 -2.585 -4.093
H -6.396 -3.477 -6.728
H -3.876 -5.190 -0.766
H 1.900 2.854 2.439
H -4.659 -0.804 -3.036
H -8.250 0.976 2.033
H -5.878 -4.458 -8.860
H -1.234 3.708 -1.979
H -7.651 -5.955 -5.726
H 2.746 -2.247 -5.245
H 0.936 -3.529 -4.402
H 0.867 1.189 5.524
H 6.111 -0.543 -0.110
H 1.199 1.633 9.810
H -2.689 -0.949 0.414
H -2.550 -3.330 -4.262
H 0.395 -1.715 -2.705
H 6.106 -2.800 -2.186
```

Properties
multiplicity: 1
net charge: -1
orbital gap: 5.8291 eV

---

Number 1: energy -8391.32460 Ha, strongest force on any atom 0.0352 Eh/bohr. Number 2: energy -9650.83458 Ha, strongest force on any atom 0.1079 Eh/bohr. Number 3: energy -12236.46674 Ha, strongest force on any atom 0.1925 Eh/bohr.